Computed, not measured: 2 unconnected molecules or ions with the total composition C6H12O4 in a non-equilibrium geometry, with the ωB97M-V functional and the def2-TZVPD basis.

As for the multiplicity: 1. For the electronic energy, the calculation gives -536.71284 hartree. Its net charge is 0. The calculation puts the frontier orbital gap at 0.3810 Eh. The calculation puts the molar mass at 148.16 g mol⁻¹. As for the SMILES: O=CCCCOCC=O.O.

Each atom is followed by the atoms it is bonded to, with distances in Å.
CARTESIAN COORDINATES (ANGSTROEM)
1 O -0.8436 0.0580 -1.7101  C7 1.396, C9 1.408
2 O -4.0505 0.1504 -3.1316  C8 1.207
3 O 1.5733 0.1957 2.7064  C10 1.213
4 O 0.1527 -1.5184 4.4194  H11 0.974, H22 0.961
5 C 2.2756 0.5027 0.4261  C6 1.567, C10 1.492, H12 1.098, H18 1.102
6 C 1.3338 0.0250 -0.7321  C5 1.567, C9 1.517, H16 1.099, H19 1.100
7 C -2.1963 0.3981 -1.6464  O1 1.396, C8 1.506, H20 1.108, H21 1.107
8 C -2.8665 0.0139 -2.9395  O2 1.207, C7 1.506, H17 1.114
9 C -0.1166 0.4354 -0.5652  O1 1.408, C6 1.517, H13 1.106, H15 1.107
10 C 1.8296 -0.2752 1.6181  O3 1.213, C5 1.492, H14 1.142
11 H 0.6294 -0.8954 3.8419  O4 0.974
12 H 2.1908 1.5783 0.6316  C5 1.098
13 H -0.1903 1.5286 -0.4150  C9 1.106
14 H 2.3913 -1.2640 1.5144  C10 1.142
15 H -0.5609 -0.0459 0.3275  C9 1.107
16 H 1.7236 0.4604 -1.6629  C6 1.099
17 H -2.1790 -0.3119 -3.7528  C8 1.114
18 H 3.3016 0.1936 0.1690  C5 1.102
19 H 1.4015 -1.0640 -0.8740  C6 1.100
20 H -2.3401 1.4859 -1.4955  C7 1.108
21 H -2.7113 -0.1174 -0.8135  C7 1.107
22 H -0.7481 -1.5338 4.0841  O4 0.961

The molecule's natural (NBO) atomic charges, reported in e, are given here: -0.53 -0.51 -0.53 -0.96 -0.50 -0.41 -0.18 0.43 -0.06 0.44 0.48 0.23 0.17 0.12 0.16 0.22 0.12 0.24 0.22 0.20 0.20 0.46


Computed, not measured: a single C19H24O8 molecule, with the ωB97M-V functional and the def2-TZVPD basis.

As for the multiplicity: 1. For the electronic energy, the calculation gives -1340.33559 hartree. Its net charge is 0. The calculation puts the frontier orbital gap at 0.3184 Eh. The calculation puts the molar mass at 380.39 g mol⁻¹. As for the SMILES: CCCc1cc(=O)oc2c(C)c(O[C@@H]3O[C@H](CO)[C@@H](O)[C@H](O)[C@H]3O)ccc12.

Each atom is followed by the atoms it is bonded to, with distances in Å.
CARTESIAN COORDINATES (ANGSTROEM)
1 O -4.7423 3.1818 -0.2820  C26 1.207
2 O 3.6332 2.1478 -0.7034  C11 1.399, H48 0.973
3 O 1.5061 0.3760 -0.8957  C14 1.407, C25 1.372
4 O 2.6816 -1.1148 0.4872  C14 1.397, C19 1.421
5 O 5.6669 -0.4623 0.7046  C13 1.415, H45 0.964
6 O -2.7781 2.1824 -0.4289  C10 1.353, C26 1.368
7 O 1.9587 1.8522 1.4718  C22 1.396, H31 0.969
8 O 4.6084 -1.2003 -1.7829  C17 1.395, H37 0.970
9 C -0.6449 1.2517 -0.6417  C10 1.397, C23 1.496, C25 1.394
10 C -1.9843 1.0981 -0.2741  O6 1.353, C9 1.397, C18 1.409
11 C 4.3647 0.9563 -0.6637  O2 1.399, C13 1.550, C17 1.536, H30 1.097
12 C -0.2570 -1.0498 0.0079  C16 1.375, C25 1.393, H44 1.078
13 C 4.5810 0.4413 0.7822  O5 1.415, C11 1.550, C19 1.541, H29 1.102
14 C 2.4487 -0.6653 -0.8144  O3 1.407, O4 1.397, C17 1.547, H35 1.101
15 C -4.5383 -1.4556 1.0274  C20 1.537, C27 1.501, H42 1.092, H51 1.089
16 C -1.5796 -1.1826 0.3600  C12 1.375, C18 1.398, H36 1.077
17 C 3.7281 -0.1514 -1.5165  O8 1.395, C11 1.536, C14 1.547, H47 1.096
18 C -2.4812 -0.1236 0.2214  C10 1.409, C16 1.398, C27 1.444
19 C 3.3458 -0.2468 1.3960  O4 1.421, C13 1.541, C22 1.549, H38 1.101
20 C -5.2380 -2.1845 -0.1307  C15 1.537, C21 1.523, H28 1.092, H41 1.092
21 C -4.2656 -2.7090 -1.1789  C20 1.523, H39 1.087, H43 1.088, H49 1.087
22 C 2.3945 0.7141 2.1516  O7 1.396, C19 1.549, H32 1.093, H34 1.101
23 C -0.1273 2.5597 -1.1519  C9 1.496, H33 1.088, H40 1.089, H46 1.085
24 C -4.6387 0.9209 0.3909  C26 1.446, C27 1.353, H50 1.079
25 C 0.2104 0.1598 -0.5009  O3 1.372, C9 1.394, C12 1.393
26 C -4.1093 2.1680 -0.1137  O1 1.207, O6 1.368, C24 1.446
27 C -3.8846 -0.1902 0.5546  C15 1.501, C18 1.444, C24 1.353
28 H -5.9431 -1.4977 -0.6030  C20 1.092
29 H 4.8535 1.3026 1.4130  C13 1.102
30 H 5.3620 1.1783 -1.0641  C11 1.097
31 H 2.7186 2.3784 1.1816  O7 0.969
32 H 1.4900 0.1549 2.4054  C22 1.093
33 H 0.4858 2.4038 -2.0370  C23 1.088
34 H 2.9040 0.9976 3.0860  C22 1.101
35 H 2.0920 -1.5608 -1.3458  C14 1.101
36 H -1.9155 -2.1286 0.7505  C16 1.077
37 H 5.1009 -1.3987 -0.9714  O8 0.970
38 H 3.7062 -0.9492 2.1630  C19 1.101
39 H -3.6904 -1.8962 -1.6161  C21 1.087
40 H 0.4897 3.0250 -0.3842  C23 1.089
41 H -5.8087 -3.0194 0.2813  C20 1.092
42 H -5.2925 -1.1972 1.7735  C15 1.092
43 H -3.5728 -3.4238 -0.7405  C21 1.088
44 H 0.4162 -1.8798 0.1460  C12 1.078
45 H 5.8982 -0.7752 1.5863  O5 0.964
46 H -0.9517 3.2235 -1.3906  C23 1.085
47 H 3.4292 0.2674 -2.4844  C17 1.096
48 H 2.6887 1.9257 -0.7727  O2 0.973
49 H -4.8101 -3.2098 -1.9759  C21 1.087
50 H -5.6915 0.9289 0.6269  C24 1.079
51 H -3.8176 -2.1237 1.4961  C15 1.089

The molecule's natural (NBO) atomic charges, reported in e, are given here: -0.57 -0.73 -0.54 -0.53 -0.73 -0.48 -0.73 -0.71 -0.10 0.41 0.06 -0.30 0.04 0.35 -0.44 -0.15 0.04 -0.20 0.04 -0.38 -0.61 -0.09 -0.64 -0.35 0.34 0.74 0.11 0.20 0.18 0.20 0.48 0.20 0.22 0.16 0.19 0.21 0.49 0.20 0.21 0.23 0.20 0.23 0.20 0.23 0.48 0.24 0.20 0.50 0.22 0.23 0.21